An isolated ion of composition C3H7N2 and charge +1 in a non-equilibrium geometry, computed with the ωB97M-V functional and the def2-TZVPD basis.

Results
Charge: +1
SMILES: [H]/N=C\CC=[NH2+]
Frontier orbital gap: 0.3106 Ha
Energy relative to the best compared isomer or geometry (same formula, charge and spin): 194.6 kJ/mol
HOMO: -13.943 eV
LUMO level: -5.492 eV
F_max: 3.80 eV/Å

Each atom is followed by the atoms it is bonded to, with distances in Å.
Geometry (Å):
1 C 1.607 0.183 0.100  C2 1.559, N4 1.227, H6 1.108
2 C 0.299 0.968 -0.221  C1 1.559, C3 1.467, H7 1.008, H8 1.055
3 C -0.720 0.175 0.475  C2 1.467, N5 1.309, H9 1.182
4 N 1.641 -1.042 0.032  C1 1.227, H11 1.040
5 N -1.360 -0.816 -0.091  C3 1.309, H10 1.052, H12 1.048
6 H 2.302 0.614 0.848  C1 1.108
7 H 0.399 1.861 0.237  C2 1.008
8 H 0.068 1.132 -1.237  C2 1.055
9 H -1.023 0.473 1.578  C3 1.182
10 H -1.896 -1.555 0.432  N5 1.052
11 H 1.184 -1.757 -0.569  N4 1.040
12 H -1.462 -1.072 -1.102  N5 1.048



An isolated ion of composition C3H7N2 and charge +1 in a non-equilibrium geometry, computed with the ωB97M-V functional and the def2-TZVPD basis.

Results
Charge: +1
SMILES: C[N+]1(N)C=C1
Frontier orbital gap (alpha / beta): 0.3395 / 0.3360 Ha
Energy relative to the best compared isomer or geometry (same formula, charge and spin): 704.6 kJ/mol
HOMO (alpha / beta): -15.171 / -15.383 eV
LUMO level (alpha / beta): -5.932 / -6.239 eV
F_max: 8.41 eV/Å

Each atom is followed by the atoms it is bonded to, with distances in Å.
Geometry (Å):
1 C -1.299 0.148 0.877  C2 1.755, N5 1.473, H6 1.063
2 C -1.277 0.338 -0.868  C1 1.755, N5 1.487, H7 1.066
3 C 1.002 0.884 0.058  N5 1.468, H8 1.090, H9 1.089, H10 1.088
4 N 0.317 -1.370 0.046  N5 1.398, H11 1.015, H12 1.013
5 N -0.132 -0.047 -0.001  C1 1.473, C2 1.487, C3 1.468, N4 1.398
6 H -1.470 0.458 1.878  C1 1.063
7 H -1.831 -0.155 -1.634  C2 1.066
8 H 1.652 0.738 -0.805  C3 1.090
9 H 0.633 1.908 0.048  C3 1.089
10 H 1.564 0.708 0.973  C3 1.088
11 H 1.220 -1.542 -0.386  N4 1.015
12 H -0.378 -2.069 -0.186  N4 1.013



A 2-piece molecular cluster, C3H7N2O overall in a non-equilibrium geometry, computed with the ωB97M-V functional and the def2-TZVPD basis.

Results
Charge: +1
Frontier orbital gap (alpha / beta): 0.3492 / 0.3491 Ha
Energy relative to the best compared isomer or geometry (same formula, charge and spin): 345.6 kJ/mol
HOMO (alpha / beta): -14.189 / -14.187 eV
LUMO level (alpha / beta): -4.688 / -4.688 eV
F_max: 5.45 eV/Å

Each atom is followed by the atoms it is bonded to, with distances in Å.
Geometry (Å):
1 C -1.270 0.781 -0.618  N4 1.262, N5 1.404, H7 1.193
2 C -0.065 -0.205 1.079  C3 1.582, N4 1.528, H8 1.058, H9 1.090
3 C 0.465 -0.723 -0.319  C2 1.582, N5 1.398, H10 1.085
4 N -1.201 0.718 0.640  C1 1.262, C2 1.528, H11 1.048
5 N -0.361 -0.084 -1.248  C1 1.404, C3 1.398, H12 1.022
6 O 2.108 0.435 -0.340  H13 0.989
7 H -1.879 1.481 -1.368  C1 1.193
8 H -0.528 -0.740 1.866  C2 1.058
9 H 0.827 0.396 1.257  C2 1.090
10 H 0.961 -1.643 -0.612  C3 1.085
11 H -1.740 1.204 1.396  N4 1.048
12 H -0.193 -0.227 -2.246  N5 1.022
13 H 2.856 -0.046 -0.774  O6 0.989



A 2-piece molecular cluster, C3H7N2O overall in a non-equilibrium geometry, computed with the ωB97M-V functional and the def2-TZVPD basis.

Results
Charge: +1
Frontier orbital gap: 0.4335 Ha
Energy relative to the best compared isomer or geometry (same formula, charge and spin): 242.4 kJ/mol
HOMO: -15.205 eV
LUMO level: -3.409 eV
F_max: 5.53 eV/Å

Each atom is followed by the atoms it is bonded to, with distances in Å.
Geometry (Å):
1 C 2.020 0.051 -0.008  N4 1.187, O6 1.183
2 C -0.972 -1.158 0.285  C3 1.338, H7 1.010, H8 1.065
3 C -0.969 -0.096 -0.529  C2 1.338, N5 1.446, H9 1.029
4 N 2.502 -1.032 -0.059  C1 1.187, H10 0.931
5 N -1.096 1.276 -0.091  C3 1.446, H11 1.063, H12 1.140, H13 1.062
6 O 1.518 1.113 0.135  C1 1.183
7 H -1.137 -2.140 0.110  C2 1.010
8 H -0.902 -0.971 1.330  C2 1.065
9 H -0.938 -0.095 -1.558  C3 1.029
10 H 3.106 -1.589 0.378  N4 0.931
11 H -1.897 1.575 -0.724  N5 1.063
12 H -0.016 1.616 -0.219  N5 1.140
13 H -1.220 1.449 0.949  N5 1.062



F_max of number 1 (C3H7N2)?
3.80 eV/Å